Record 1
{
  "formula": "C4H6N2O",
  "method": "ωB97M-V/def2-TZVPD",
  "symbols": ["H", "O", "H", "N", "H", "C", "C", "C", "C", "H", "N", "H", "H"],
  "positions_angstrom": [[0.088, -1.924, -0.339], [2.487, -1.109, 0.258], [-0.443, 2.272, 0.121], [0.271, -0.938, -0.220], [3.186, -0.470, 0.490], [0.063, 1.305, 0.123], [1.406, -0.364, 0.143], [1.382, 1.072, 0.369], [-0.731, 0.109, -0.389], [-2.091, -0.097, 1.125], [-2.008, -0.305, 0.135], [-0.841, 0.296, -1.465], [-2.768, 0.153, -0.351]],
  "orbital_gap_ev": 8.341,
  "e_above_lowest_kj_mol": 291.1,
  "smiles": "N[C@H]1C=C=C(O)N1"
}

Record 2
{
  "formula": "C39H49Br2CaFN9O2S2",
  "method": "ωB97M-V/def2-TZVPD",
  "symbols": ["H", "H", "H", "H", "H", "H", "H", "C", "C", "H", "S", "C", "H", "C", "H", "H", "Ca", "H", "C", "H", "C", "C", "N", "H", "C", "H", "H", "C", "C", "C", "O", "H", "H", "H", "H", "C", "C", "C", "H", "C", "N", "C", "C", "H", "N", "H", "C", "H", "H", "H", "H", "C", "H", "H", "C", "H", "H", "N", "H", "H", "H", "H", "F", "N", "Br", "N", "H", "H", "H", "C", "C", "S", "C", "H", "C", "C", "H", "H", "O", "H", "C", "C", "H", "C", "H", "N", "C", "C", "C", "Br", "C", "C", "H", "N", "C", "H", "C", "C", "C", "H", "C", "H", "N", "H", "C"],
  "positions_angstrom": [[-5.397, -3.777, -2.689], [-3.536, 0.398, 1.794], [-2.096, -2.893, 3.809], [-0.799, -7.020, -1.505], [-1.814, -0.987, -4.986], [-1.607, -4.922, -2.516], [0.889, 2.129, -4.892], [5.912, 4.431, 1.450], [2.453, 2.277, -2.669], [-3.414, -4.613, -0.184], [3.003, 2.472, -0.997], [-1.142, 2.530, -2.124], [0.696, -0.662, 4.049], [-1.841, 3.532, -2.783], [0.754, 0.362, -4.821], [3.027, 4.960, 1.306], [-0.646, -0.286, -0.162], [0.079, -3.003, 5.115], [0.738, 4.285, 3.139], [1.987, 3.952, -3.978], [0.551, -2.242, 2.018], [5.894, 1.743, 2.375], [-1.749, 1.613, -1.373], [0.981, -4.752, 1.650], [4.709, 2.463, 2.257], [0.245, -4.495, 4.171], [2.625, -1.973, 0.596], [2.749, -1.325, 1.458], [-3.215, 3.557, -2.645], [-1.510, 3.479, 2.901], [0.679, 1.307, 0.995], [-4.273, -1.165, -4.520], [-1.321, 4.265, -3.382], [1.531, -3.278, 4.138], [-1.373, -0.023, -3.557], [-3.157, 1.342, 2.180], [2.856, 3.425, -3.566], [0.354, -4.797, 0.766], [-3.910, 0.069, -3.311], [-0.624, -6.075, -1.004], [1.623, -1.493, 2.370], [-3.792, -3.608, -0.406], [-1.088, -4.896, -1.565], [5.874, 0.715, 2.714], [-0.178, -2.795, 3.035], [8.022, 4.156, 1.286], [-3.976, -1.011, -3.478], [-4.935, 2.612, -1.751], [1.986, 0.316, 3.314], [2.407, -1.091, 4.294], [3.454, 3.088, -4.419], [2.668, 3.106, 2.220], [-0.673, -1.609, -3.748], [2.024, 1.734, -0.323], [-4.322, -3.974, -2.768], [2.289, 1.121, -5.245], [5.919, 5.451, 1.090], [-2.698, -1.639, -3.221], [2.812, -0.296, 1.119], [3.672, -1.574, 1.992], [-0.060, 2.448, -2.201], [8.009, 1.834, 2.091], [-2.667, -1.000, 0.580], [-3.573, -3.228, -1.786], [-4.225, 4.895, -3.523], [3.416, 4.196, 1.830], [-3.797, 2.181, 1.883], [-3.091, 1.316, 3.271], [3.447, 4.156, -3.015], [7.073, 2.374, 2.022], [-3.861, 2.611, -1.871], [1.336, -0.242, -2.243], [1.789, 1.204, -3.133], [-4.743, -1.416, -2.825], [1.405, 1.205, -4.604], [-2.479, -2.461, -2.150], [0.495, -6.930, 0.622], [-3.316, -2.868, 0.235], [-1.865, 1.470, 1.610], [-1.769, -4.111, 2.555], [-1.589, -3.073, 2.857], [-1.050, 2.439, 2.125], [-4.167, -5.051, -2.622], [0.328, 2.269, 1.778], [1.451, 4.981, 3.560], [-1.319, -2.467, -1.568], [-1.579, -1.035, -3.919], [-0.889, -3.655, -0.954], [1.205, 3.216, 2.358], [-1.238, 5.854, 4.469], [4.733, 3.789, 1.806], [7.081, 3.698, 1.563], [-4.870, -3.591, -0.215], [3.402, 2.070, 2.514], [-3.074, 1.651, -1.250], [-3.995, -3.715, -3.772], [0.454, -3.418, 4.175], [1.677, -0.695, 3.578], [0.097, -6.025, 0.179], [-3.516, 0.876, -0.628], [-0.603, 4.415, 3.396], [-2.000, -2.392, 2.109], [0.258, -2.359, 0.744], [-2.563, 3.577, 3.122], [-0.133, -3.601, 0.231]],
  "orbital_gap_ev": 5.859,
  "charge": -1,
  "e_above_lowest_kj_mol": 0.0
}